No. 1
Here is a structure of composition C14H28CaO32PS7Ti at a distorted geometry from the Open Molecules 2025 dataset. Energies are from ωB97M-V/def2-TZVPD.

Gap between HOMO and LUMO (alpha / beta): 3.470 / 7.625 eV
Total charge: 0
Strongest force on any atom: 7.58 eV/Å
Spin multiplicity: 4
Lowest unoccupied orbital energy (alpha / beta): -1.5 / -1.6 eV
Calculated total energy: -207172.4027 eV

Cartesian coordinates (Å):
Ti  0.49456  0.14193  0.45736
Ca  3.07396  3.12198  -1.00230
P  1.66477  2.40502  0.99049
O  0.60498  1.73404  2.01254
O  2.62525  3.60675  1.20116
O  0.87832  2.73692  -0.30640
O  2.52919  1.32162  0.36825
C  -2.03260  3.41521  1.54973
C  -1.61878  4.73984  1.08290
O  -2.77634  5.45575  0.59398
S  -4.10790  4.47854  0.53198
O  -4.63279  4.37320  -0.83664
O  -5.10101  4.71800  1.57035
O  -3.25453  3.13831  0.92938
H  -2.25596  3.31963  2.61230
H  -1.45912  2.54128  1.24076
H  -0.95944  4.90529  0.23085
H  -1.33439  5.30306  1.97172
C  4.03719  -1.05301  -4.51781
C  2.89830  -0.55446  -5.47654
O  1.86160  -0.41361  -4.52459
S  2.24630  -0.05619  -2.90392
O  1.28248  -0.39758  -1.90833
O  2.94066  1.22118  -2.86005
O  3.37102  -1.21341  -3.24015
H  4.69624  -0.21476  -4.29183
H  4.58141  -1.90389  -4.92759
H  2.79615  -1.30219  -6.26303
H  3.19335  0.40685  -5.89718
C  0.80874  -5.73303  1.38139
C  0.00665  -4.79812  2.31221
O  0.40176  -3.54035  1.99121
S  1.74926  -3.49266  1.04784
O  2.97549  -3.74827  1.83214
O  1.78349  -2.38848  0.08495
O  1.24286  -4.94636  0.37919
H  0.19111  -6.49051  0.89884
H  1.65198  -6.16216  1.92260
H  0.31438  -4.90474  3.35241
H  -1.06176  -4.86098  2.10564
C  -1.55567  -0.12063  4.21412
C  -1.76646  -0.90807  2.99222
O  -2.52557  -2.12245  3.36860
S  -3.20344  -1.93902  4.80778
O  -3.23765  -3.12135  5.67282
O  -4.45094  -1.20569  4.71389
O  -1.93447  -1.02756  5.26423
H  -2.08473  0.83003  4.28080
H  -0.48857  0.09997  4.24107
H  -0.78999  -1.14341  2.56886
H  -2.25570  -0.28232  2.24578
C  -4.57088  -2.50858  -1.70069
C  -4.33231  -2.95967  -0.23551
O  -2.89142  -2.83717  -0.04212
S  -2.11940  -2.00234  -1.23388
O  -1.56214  -2.97046  -2.19125
O  -1.22717  -0.93102  -0.72363
O  -3.56711  -1.43942  -1.89235
H  -5.60570  -2.30561  -1.97649
H  -4.18289  -3.31977  -2.31675
H  -4.59162  -3.99303  -0.00521
H  -4.70412  -2.21347  0.46666
C  -1.17055  2.26978  -2.39369
C  -0.83348  3.74512  -2.74319
O  -2.05472  4.35180  -3.16384
S  -2.90939  3.35705  -4.14553
O  -2.33957  3.19679  -5.48033
O  -4.34519  3.51729  -3.98201
O  -2.28699  2.07950  -3.26469
H  -1.40477  2.06978  -1.34811
H  -0.47093  1.47625  -2.65629
H  -0.08912  3.81950  -3.53597
H  -0.38328  4.20674  -1.86437
C  4.82924  0.70524  2.36736
C  4.28170  -0.76188  2.00314
O  5.09253  -1.29891  1.08141
S  6.00324  -0.12256  0.29714
O  5.30803  0.55895  -0.80497
O  7.39912  -0.57343  0.17134
O  5.94120  0.95412  1.55739
H  5.02528  0.67316  3.43911
H  4.08054  1.47530  2.18148
H  3.48999  -0.70484  1.25613
H  4.17833  -1.48325  2.81372



No. 2
Here is a structure of composition C14H28CeNO5P at a distorted geometry from the Open Molecules 2025 dataset. Energies are from ωB97M-V/def2-TZVPD.

Gap between HOMO and LUMO (alpha / beta): 5.948 / 5.946 eV
Total charge: +4
Strongest force on any atom: 9.28 eV/Å
Lowest unoccupied orbital energy (alpha / beta): -17.0 / -17.0 eV
Calculated total energy: -48869.6650 eV

Cartesian coordinates (Å):
Ce  -0.66837  -0.83929  1.32740
C  -0.21837  -1.87391  -0.66924
O  -0.42737  -2.41500  -1.68211
C  -2.03852  0.12454  -0.62626
O  -2.86905  0.57614  -1.30520
C  -1.55381  1.42707  1.31256
O  -2.41062  2.22888  1.35782
C  1.04597  0.39435  -2.60012
P  0.63397  0.88407  -0.84381
H  2.87979  1.34667  -0.09545
H  1.33620  -0.66522  -2.55741
C  0.76979  2.75178  -0.85934
H  1.70003  2.96647  -1.40594
C  2.18699  1.25021  -3.15732
H  3.03935  1.33091  -2.46850
H  1.80976  2.25372  -3.41982
H  2.55458  0.79352  -4.08734
C  -0.17478  0.48361  -3.51120
H  -0.45156  1.52161  -3.70661
C  1.99600  0.32495  1.55808
H  -1.05457  -0.03227  -3.12268
H  0.06902  0.04538  -4.48836
C  2.93331  -0.78195  -0.54788
H  1.78393  -0.73527  1.80043
H  2.90537  0.51073  2.14670
H  1.21648  0.98504  1.99652
C  2.24434  0.46783  0.05932
H  3.68102  -1.15284  0.17305
H  3.47957  -0.52239  -1.46805
H  2.22050  -1.60574  -0.76870
C  0.91092  3.31481  0.54838
H  0.04608  3.04301  1.16065
H  0.96781  4.40890  0.49345
H  1.83064  2.99333  1.04549
C  -0.40919  3.39011  -1.60395
H  -1.36323  3.09399  -1.14113
H  -0.42824  3.12478  -2.66912
H  -0.30782  4.48706  -1.55199
H  1.29235  -1.95235  2.87228
H  0.54052  -2.13887  2.85129
N  -3.22027  -4.14541  3.90733
C  -3.67105  -3.74084  2.53830
C  -2.68082  -2.69340  2.10658
O  -2.82390  -2.05119  1.01417
O  -1.69896  -2.49202  2.88624
H  -2.22748  -4.43437  3.90128
H  -3.77443  -4.91814  4.27805
H  -3.30350  -3.36008  4.57136
H  -3.60059  -4.60689  1.88327
H  -4.69778  -3.36601  2.56753



No. 3
Here is a cluster of 8 separate species, C14H28Cl16O4 in total at a distorted geometry from the Open Molecules 2025 dataset. Energies are from ωB97M-V/def2-TZVPD.

Gap between HOMO and LUMO: 10.092 eV
SMILES string: ClC(Cl)(Cl)Cl.ClC(Cl)(Cl)Cl.ClCCCl.ClCCCl.ClCCCl.ClCCCl.OCCO.OCCO
Total charge: 0
Strongest force on any atom: 1.45 eV/Å
Lowest unoccupied orbital energy: 0.2 eV
Calculated total energy: -223520.2700 eV

Cartesian coordinates (Å):
Cl  2.42570  -2.20391  4.33326
C  1.32696  -1.28224  5.38370
Cl  -0.30687  -1.48603  4.72411
Cl  1.36018  -1.87117  7.02198
Cl  1.81943  0.40343  5.31716
Cl  3.84809  2.61092  2.53119
C  2.74294  3.96079  2.47400
Cl  2.01627  4.33391  4.02975
Cl  3.65788  5.36486  1.88176
Cl  1.43366  3.64347  1.31650
Cl  -3.31336  -2.27463  1.32230
C  -3.23053  -0.86808  2.40600
C  -4.45564  -0.72275  3.26557
Cl  -5.86424  -0.15730  2.34097
H  -3.10050  0.00336  1.77339
H  -2.34462  -0.95569  3.03037
H  -4.28141  -0.02889  4.08548
H  -4.69276  -1.68129  3.72839
Cl  -2.32339  3.31964  -3.02696
C  -2.83898  4.02786  -1.47105
C  -3.40193  2.98301  -0.54938
Cl  -2.06221  2.02495  0.17761
H  -3.57545  4.77964  -1.74193
H  -1.96625  4.50188  -1.03131
H  -3.99114  2.26036  -1.10960
H  -3.99955  3.36924  0.26970
Cl  5.36521  2.59764  -0.54055
C  3.89673  1.90003  -1.27817
C  3.05778  2.97867  -1.93843
Cl  3.59884  3.32605  -3.59553
H  3.34750  1.38832  -0.49373
H  4.21676  1.18180  -2.02974
H  3.01546  3.85075  -1.28988
H  2.03855  2.61155  -2.03551
Cl  -0.81979  -0.36140  -3.53754
C  0.71930  0.19446  -4.25290
C  0.81714  -0.09728  -5.71807
Cl  -0.55847  0.47454  -6.66445
H  1.52636  -0.29180  -3.70761
H  0.81495  1.26354  -4.07796
H  1.00011  -1.15159  -5.92063
H  1.70351  0.40707  -6.10945
O  0.63915  -4.05033  0.60269
C  0.47471  -4.64215  -0.67441
C  -0.89117  -5.29059  -0.77099
O  -1.04642  -6.34665  0.15422
H  1.03593  -4.65514  1.23382
H  0.55886  -3.87038  -1.44228
H  1.26255  -5.37943  -0.85786
H  -1.03009  -5.72994  -1.76138
H  -1.62448  -4.47524  -0.70958
H  -1.06314  -5.95141  1.03055
O  0.65308  0.58092  -0.69559
C  0.24857  -0.71323  -0.25261
C  0.48817  -0.88612  1.25248
O  0.52272  0.36599  1.90775
H  -0.01811  0.88120  -1.31858
H  -0.83785  -0.76249  -0.41356
H  0.64911  -1.49712  -0.89800
H  1.37392  -1.49618  1.43892
H  -0.36587  -1.44445  1.64899
H  0.34813  1.03507  1.23259



No. 4
Here is a cluster of 3 separate species, C14H29ClI2O7P2 in total from the Open Molecules 2025 dataset. Energies are from ωB97M-V/def2-TZVPD.

Gap between HOMO and LUMO: 8.925 eV
SMILES string: CCO[C@@]1(P(O)Cl)CO[C@H](CC(=O)I)[C@@H]1P(O)I.CC(C)O.CC(C)O
Total charge: 0
Strongest force on any atom: 0.43 eV/Å
Lowest unoccupied orbital energy: 0.0 eV
Calculated total energy: -76623.4138 eV

Cartesian coordinates (Å):
C  2.73428  -2.23120  0.01889
C  2.65122  -1.92796  -1.47784
O  1.29904  -1.93191  -1.95059
C  0.64189  -0.68441  -2.15228
P  1.45708  -0.00283  -3.73050
O  1.15797  -1.23174  -4.75139
Cl  0.01764  1.35123  -4.35207
C  -0.86276  -1.01130  -2.23511
O  -1.45814  -0.59422  -1.00853
C  -0.39532  -0.47207  -0.08196
C  -0.84364  0.15754  1.21015
C  -1.89825  -0.61333  1.96828
O  -2.80280  -0.14395  2.55820
I  -1.62686  -2.77620  2.03584
C  0.71317  0.20489  -0.89467
P  0.75620  2.05019  -1.19520
O  1.05055  2.51476  0.37339
I  -1.55483  2.80548  -1.34465
H  3.48182  -2.98625  0.24582
H  2.96870  -1.34174  0.60542
H  1.77184  -2.60352  0.36353
H  3.13659  -0.97964  -1.72708
H  3.16107  -2.69931  -2.05309
H  0.22303  -1.43560  -4.88247
H  -0.96098  -2.09135  -2.35841
H  -1.37769  -0.49000  -3.04163
H  -0.02567  -1.47883  0.14222
H  -1.23048  1.16606  1.09114
H  0.02331  0.20713  1.87587
H  1.66681  0.11466  -0.36703
H  1.96446  2.81235  0.45170
C  -4.23218  7.15312  -2.28858
C  -5.30807  6.13198  -1.95665
C  -5.67807  6.14995  -0.48256
O  -4.90793  4.82424  -2.36353
H  -3.31932  6.93353  -1.72685
H  -3.99253  7.12390  -3.35115
H  -4.55344  8.16301  -2.02944
H  -6.19844  6.33849  -2.55452
H  -4.80377  5.90467  0.12777
H  -6.45492  5.41484  -0.27441
H  -6.03649  7.13428  -0.17789
H  -4.11870  4.59479  -1.85956
C  3.67265  -6.15149  3.23851
C  3.86365  -4.65344  3.40833
C  3.93205  -4.24761  4.87117
O  2.83811  -3.93056  2.72711
H  2.73323  -6.46609  3.70211
H  3.63558  -6.41601  2.18202
H  4.48386  -6.70784  3.70990
H  4.78504  -4.34834  2.90667
H  2.99976  -4.51097  5.37889
H  4.07793  -3.17172  4.96407
H  4.74983  -4.75650  5.38315
H  1.99291  -4.16318  3.12952